1.
Here is a cluster of 11 separate species, C35H70N4O21 in total from the OMol25 dataset. Energies are from ωB97M-V/def2-TZVPD.

Calculated values
**Orbital gap**: 0.3695 Eh
**Total energy**: -86383.4135 eV
**Relative energy (zero: lowest compared OMol25 entry of this formula, charge and spin)**: 0.00 kcal per mole
**SMILES string**: COC(=O)OC.COC(=O)OC.COC(=O)OC.COC(=O)OC.COC(=O)OC.COCCOCCOC.COCCOCCOC.CC#N.CC#N.CC#N.CC#N

Last column: Mulliken charge in e.
Atoms and positions in Å:
C1 -4.35 -1.37 -4.57  -0.061
O1 -4.76 -0.04 -4.87  -0.374
C2 -3.75 0.76 -5.24  0.742
O2 -2.61 0.42 -5.35  -0.496
O3 -4.16 2.01 -5.46  -0.328
C3 -5.48 2.21 -5.97  -0.663
H1 -5.19 -1.93 -4.16  0.309
H2 -3.56 -1.36 -3.83  -0.144
H3 -4.02 -1.85 -5.49  0.162
H4 -6.22 1.93 -5.22  0.275
H5 -5.66 1.63 -6.88  0.302
H6 -5.57 3.28 -6.14  0.263
C4 0.60 5.73 3.96  -0.570
O4 1.92 6.28 4.03  -0.334
C5 2.18 7.06 5.07  0.900
O5 1.49 7.22 6.03  -0.590
O6 3.36 7.67 4.85  -0.392
C6 4.12 8.00 6.00  -0.525
H7 0.67 4.91 3.26  0.110
H8 -0.10 6.50 3.65  0.366
H9 0.29 5.36 4.94  0.308
H10 5.03 8.50 5.68  0.265
H11 4.45 7.08 6.50  0.158
H12 3.56 8.61 6.70  0.292
C7 -4.00 -6.63 -4.56  -0.629
O7 -3.05 -6.20 -5.53  -0.382
C8 -2.75 -4.91 -5.51  0.951
O8 -3.06 -4.13 -4.64  -0.498
O9 -1.98 -4.64 -6.56  -0.384
C9 -1.53 -3.30 -6.66  -0.144
H13 -4.74 -5.86 -4.36  0.305
H14 -3.48 -6.94 -3.65  0.205
H15 -4.49 -7.50 -4.97  0.273
H16 -2.35 -2.59 -6.61  0.098
H17 -0.96 -3.14 -7.57  0.312
H18 -0.89 -3.11 -5.79  -0.056
C10 4.38 -1.06 -4.40  -0.429
O10 4.14 -2.41 -4.76  -0.358
C11 3.09 -2.59 -5.55  0.964
O11 2.26 -1.76 -5.84  -0.585
O12 3.08 -3.86 -5.96  -0.371
C12 1.86 -4.27 -6.59  -0.212
H19 5.38 -1.03 -3.97  0.258
H20 3.66 -0.72 -3.66  0.042
H21 4.34 -0.40 -5.27  0.318
H22 2.00 -5.27 -6.99  0.300
H23 1.56 -3.58 -7.38  0.317
H24 1.05 -4.19 -5.87  -0.187
C13 -2.88 -1.42 5.11  -0.849
O13 -2.93 -0.55 3.98  -0.212
C14 -3.54 0.62 4.17  0.725
O14 -4.00 1.04 5.19  -0.581
O15 -3.57 1.25 2.99  -0.127
C15 -4.24 2.52 2.98  -0.843
H25 -1.89 -1.86 5.15  0.263
H26 -3.65 -2.19 5.05  0.284
H27 -3.04 -0.87 6.03  0.383
H28 -3.62 3.28 3.45  0.316
H29 -5.19 2.44 3.49  0.393
H30 -4.36 2.76 1.93  0.202
C16 4.22 1.01 2.22  -1.021
O16 3.19 0.19 2.68  0.082
C17 3.02 0.18 4.07  -0.690
C18 2.44 1.50 4.62  0.059
O17 3.09 1.89 5.79  -0.480
C19 3.11 3.30 5.96  0.009
C20 4.07 3.69 7.05  -0.493
O18 3.76 5.01 7.47  -0.239
C21 2.76 5.07 8.48  -0.805
H31 5.18 0.82 2.72  0.365
H32 4.01 2.09 2.32  0.340
H33 4.35 0.84 1.15  0.263
H34 3.96 -0.11 4.56  0.400
H35 2.31 -0.61 4.33  0.203
H36 1.35 1.37 4.76  0.220
H37 2.55 2.26 3.84  0.070
H38 2.08 3.63 6.19  0.103
H39 3.36 3.77 5.01  0.295
H40 5.08 3.78 6.65  0.220
H41 4.15 3.01 7.91  0.298
H42 3.08 4.54 9.38  0.298
H43 1.85 4.55 8.14  0.331
H44 2.49 6.11 8.62  0.261
C22 -0.19 1.52 2.19  -0.540
O19 -0.19 1.27 0.81  -0.063
C23 0.97 0.76 0.27  -0.507
C24 0.68 0.46 -1.19  -0.866
O20 -0.01 -0.76 -1.24  0.318
C25 -0.49 -1.07 -2.52  -0.636
C26 -1.14 -2.43 -2.53  0.476
O21 -0.37 -3.47 -1.98  -0.458
C27 0.68 -3.83 -2.82  -0.139
H45 0.70 2.12 2.43  0.122
H46 -0.13 0.59 2.77  0.284
H47 -1.08 2.08 2.47  0.096
H48 1.24 -0.23 0.66  0.209
H49 1.83 1.44 0.34  0.349
H50 1.61 0.46 -1.77  0.282
H51 0.04 1.27 -1.59  0.201
H52 0.28 -0.96 -3.30  0.234
H53 -1.22 -0.30 -2.83  0.340
H54 -1.48 -2.63 -3.56  -0.619
H55 -2.11 -2.34 -2.03  0.271
H56 0.33 -4.12 -3.81  -0.515
H57 1.26 -4.64 -2.36  0.517
H58 1.41 -3.02 -2.95  0.158
C28 2.69 -2.88 0.68  0.150
C29 3.43 -3.18 1.90  0.064
N1 3.98 -3.38 2.88  -0.455
H59 2.54 -1.80 0.67  -0.211
H60 1.73 -3.38 0.71  0.216
H61 3.27 -3.11 -0.21  0.343
C30 -0.32 -7.42 -3.37  0.020
C31 0.32 -8.73 -3.47  0.051
N2 0.83 -9.75 -3.54  -0.383
H62 -0.67 -7.09 -4.34  0.111
H63 0.39 -6.76 -2.87  -0.019
H64 -1.20 -7.53 -2.73  0.242
C32 -2.35 3.71 -0.69  0.066
C33 -1.11 4.27 -0.17  0.393
N3 -0.09 4.65 0.23  -0.510
H65 -2.89 3.27 0.15  -0.310
H66 -2.08 2.90 -1.37  0.017
H67 -2.99 4.47 -1.14  0.415
C34 -2.57 -0.95 0.87  0.385
C35 -3.03 -0.08 -0.21  0.360
N4 -3.41 0.56 -1.10  -0.582
H68 -3.46 -1.37 1.33  0.515
H69 -2.06 -0.33 1.59  -0.651
H70 -1.92 -1.70 0.44  0.134

=====

2.
Here is a cluster of 4 separate species, C35H71N5O in total from the OMol25 dataset. Energies are from ωB97M-V/def2-TZVPD.

Calculated values
**Orbital gap**: 0.3207 Eh
**Total energy**: -46941.3908 eV
**SMILES string**: C#CCCCCOC[C@@](N)(c1ccccn1)[C@@H](C)CC.CCN(CC)CC.CCN(CC)CC.CCN(CC)CC

Last column: Mulliken charge in e.
Atoms and positions in Å:
C1 2.36 -3.68 3.93  0.177
C2 3.22 -2.85 3.89  -0.814
C3 4.21 -1.82 3.63  -1.014
C4 4.26 -1.44 2.14  0.604
C5 4.84 -0.04 1.93  -1.072
C6 3.87 1.00 1.34  -0.436
O1 2.57 0.78 1.86  -0.394
C7 1.67 0.42 0.82  -0.996
C8 0.28 0.03 1.33  1.565
N1 -0.64 1.06 0.78  -0.598
C9 -0.10 -1.34 0.78  0.105
C10 -0.81 -1.53 -0.40  -0.645
C11 -1.14 -2.79 -0.86  -0.757
C12 -0.73 -3.87 -0.10  -0.825
C13 -0.01 -3.61 1.05  -0.457
N2 0.32 -2.40 1.50  0.239
C14 0.15 0.08 2.88  0.737
C15 0.07 1.55 3.34  -1.791
C16 -1.12 -0.65 3.40  -0.414
C17 -0.81 -1.92 4.21  -1.253
H1 1.66 -4.45 4.12  0.484
H2 3.97 -0.95 4.23  0.341
H3 5.20 -2.18 3.92  0.499
H4 4.90 -2.15 1.63  0.569
H5 3.27 -1.57 1.72  -0.579
H6 5.75 -0.09 1.32  0.345
H7 5.15 0.36 2.89  0.508
H8 4.20 1.99 1.65  0.374
H9 3.85 1.01 0.25  0.216
H10 1.57 1.29 0.16  0.399
H11 2.12 -0.38 0.22  0.075
H12 -0.46 1.21 -0.20  0.046
H13 -1.60 0.79 0.94  0.035
H14 -1.12 -0.67 -0.97  0.547
H15 -1.71 -2.92 -1.76  0.496
H16 -0.97 -4.88 -0.39  0.468
H17 0.32 -4.46 1.64  0.321
H18 1.03 -0.34 3.36  0.251
H19 0.72 2.20 2.77  0.313
H20 0.38 1.60 4.39  0.410
H21 -0.96 1.90 3.27  0.386
H22 -1.84 -0.86 2.61  0.028
H23 -1.61 0.03 4.09  0.504
H24 -1.43 -1.92 5.11  0.385
H25 0.22 -1.93 4.55  0.249
H26 -1.01 -2.82 3.64  0.275
C18 2.78 -2.58 -1.90  -0.582
C19 3.66 -2.59 -3.15  -0.735
N3 4.18 -1.29 -3.50  0.305
C20 4.82 -1.25 -4.80  -0.738
C21 6.09 -2.08 -5.01  -1.006
C22 4.89 -0.59 -2.43  0.079
C23 6.12 -1.26 -1.81  -0.977
H27 1.94 -1.90 -2.02  0.051
H28 2.38 -3.58 -1.73  0.520
H29 3.33 -2.30 -1.01  -0.148
H30 3.05 -2.95 -3.99  0.527
H31 4.45 -3.34 -3.00  0.255
H32 5.03 -0.21 -5.05  0.386
H33 4.08 -1.58 -5.53  0.426
H34 6.96 -1.62 -4.55  0.233
H35 6.30 -2.16 -6.08  0.399
H36 6.00 -3.09 -4.62  0.274
H37 4.17 -0.40 -1.63  -0.452
H38 5.17 0.40 -2.79  0.389
H39 5.98 -2.33 -1.65  0.210
H40 6.32 -0.80 -0.84  0.283
H41 7.01 -1.12 -2.42  0.360
C24 -8.43 -0.38 3.84  -1.448
C25 -7.45 -0.24 2.68  -0.258
N4 -6.93 1.10 2.53  0.183
C26 -6.18 1.28 1.29  -1.074
C27 -4.88 0.49 1.12  -0.503
C28 -6.33 1.69 3.71  -0.877
C29 -5.13 0.96 4.34  -0.537
H42 -9.28 0.31 3.72  0.329
H43 -8.82 -1.40 3.86  0.432
H44 -7.97 -0.19 4.80  0.296
H45 -7.97 -0.50 1.76  0.444
H46 -6.65 -0.99 2.82  0.202
H47 -5.96 2.35 1.17  0.373
H48 -6.84 1.03 0.46  0.398
H49 -4.06 0.92 1.71  -0.061
H50 -4.56 0.52 0.08  0.513
H51 -4.99 -0.56 1.40  0.273
H52 -7.10 1.80 4.47  0.332
H53 -6.03 2.72 3.48  0.350
H54 -5.28 -0.12 4.38  0.229
H55 -4.99 1.30 5.37  0.494
H56 -4.21 1.17 3.81  -0.075
C30 -0.35 4.36 -1.83  -1.355
C31 0.09 3.49 -2.98  -0.503
N5 -0.89 2.48 -3.36  0.429
C32 -0.36 1.49 -4.29  -0.591
C33 0.05 1.96 -5.69  -1.238
C34 -2.22 2.98 -3.65  -0.793
C35 -2.37 4.01 -4.78  -1.038
H57 -0.59 3.76 -0.95  0.204
H58 0.45 5.05 -1.55  0.431
H59 -1.23 4.97 -2.07  0.352
H60 1.00 2.96 -2.68  0.402
H61 0.38 4.13 -3.83  0.341
H62 -1.09 0.69 -4.39  0.395
H63 0.51 1.03 -3.82  0.281
H64 -0.81 2.14 -6.33  0.274
H65 0.65 1.19 -6.17  0.428
H66 0.65 2.87 -5.66  0.286
H67 -2.62 3.42 -2.73  0.397
H68 -2.87 2.12 -3.85  0.402
H69 -1.59 4.76 -4.76  0.250
H70 -3.33 4.52 -4.67  0.378
H71 -2.38 3.54 -5.76  0.287

=====

3.
Here is a cluster of 6 separate species, C35H72BN2O9S8 in total from the OMol25 dataset. Energies are from ωB97M-V/def2-TZVPD.

Calculated values
**Orbital gap**: 0.2131 Eh
**Total energy**: -146225.4238 eV
**Total charge**: -1

Last column: Mulliken charge in e.
Atoms and positions in Å:
C1 4.43 4.37 0.76  -0.969
C2 4.33 3.12 -0.10  0.824
C3 4.53 3.10 -1.46  -1.382
C4 4.42 1.92 -2.16  -0.410
C5 4.07 0.75 -1.53  0.891
C6 3.96 -0.57 -2.32  2.461
C7 4.24 -0.37 -3.82  -1.834
C8 5.09 -1.51 -1.77  -1.589
C9 3.81 0.77 -0.17  -0.458
O1 3.41 -0.34 0.54  -0.680
C10 2.02 -0.66 0.31  0.088
C11 1.08 0.20 1.15  -0.948
O2 1.05 1.56 0.88  -1.032
B1 0.16 2.07 1.96  1.595
C12 0.81 2.32 3.44  -0.559
N1 1.36 3.68 3.68  -0.372
O3 -0.89 1.00 2.01  -0.863
C13 -0.45 -0.16 1.24  2.759
C14 -1.32 -0.04 -0.03  -0.680
C15 -0.78 -0.67 -1.33  -1.067
C16 -0.53 -2.18 -1.26  -0.569
S1 0.02 -2.87 -2.86  -0.274
C17 -0.68 -1.34 2.23  -1.060
C18 -1.89 -2.22 1.96  -1.031
C19 -3.23 -1.50 2.26  -0.254
S2 -4.54 -2.26 1.19  -0.145
C20 -5.42 -0.91 0.38  -0.096
S3 -6.98 -0.71 0.79  -0.167
N2 -4.73 -0.12 -0.59  0.221
C21 -5.36 -0.15 -1.91  -0.819
C22 -6.12 1.14 -2.29  -0.423
O4 -6.61 1.83 -1.16  -0.424
C23 -5.49 2.32 -0.44  -0.844
C24 -4.42 1.23 -0.11  -0.098
C25 3.97 1.95 0.51  0.341
H1 5.28 4.97 0.41  0.483
H2 4.67 4.04 1.77  0.046
H3 3.49 4.93 0.75  -0.062
H4 4.79 4.02 -1.98  0.357
H5 4.60 1.97 -3.23  0.309
H6 2.99 -1.05 -2.23  -0.787
H7 5.26 0.01 -3.94  0.455
H8 3.57 0.37 -4.26  0.221
H9 4.17 -1.33 -4.35  0.521
H10 5.82 -0.89 -1.24  0.310
H11 5.63 -1.98 -2.59  0.485
H12 4.72 -2.23 -1.03  0.307
H13 1.83 -0.47 -0.75  -0.201
H14 1.92 -1.73 0.52  0.140
H15 1.42 -0.01 2.19  -0.003
H16 -0.20 3.18 1.55  -0.520
H17 0.01 2.13 4.17  0.307
H18 1.61 1.60 3.70  -0.133
H19 1.85 4.04 2.87  0.059
H20 0.59 4.28 3.94  0.231
H21 -2.35 -0.39 0.10  -0.215
H22 -1.39 1.03 -0.23  0.343
H23 0.07 -0.12 -1.74  0.347
H24 -1.57 -0.55 -2.09  0.541
H25 -1.51 -2.65 -1.10  0.190
H26 0.13 -2.47 -0.44  0.238
H27 1.30 -2.47 -2.96  0.081
H28 0.24 -1.93 2.33  0.457
H29 -0.83 -0.88 3.22  0.386
H30 -1.84 -3.08 2.65  0.586
H31 -1.94 -2.65 0.96  0.083
H32 -3.18 -0.44 2.03  -0.046
H33 -3.56 -1.69 3.28  0.742
H34 -4.58 -0.29 -2.68  0.329
H35 -6.04 -1.00 -2.02  0.475
H36 -5.45 1.84 -2.83  0.312
H37 -6.96 0.95 -2.96  0.327
H38 -5.80 2.80 0.48  0.363
H39 -5.03 3.10 -1.06  0.382
H40 -4.32 1.17 0.98  0.395
H41 -3.45 1.56 -0.48  0.100
H42 3.78 1.90 1.58  0.187
C26 -5.44 -5.76 0.57  -0.674
S4 -4.50 -6.97 1.51  0.480
O5 -3.35 -7.38 0.67  -0.554
C27 -5.73 -8.29 1.40  -0.985
H43 -4.84 -4.86 0.48  -0.120
H44 -5.67 -6.15 -0.42  0.408
H45 -6.36 -5.52 1.10  0.395
H46 -5.93 -8.52 0.35  0.293
H47 -6.64 -7.97 1.91  0.378
H48 -5.32 -9.17 1.90  0.325
C28 3.79 2.88 5.69  -0.575
S5 4.95 4.02 4.94  0.567
O6 6.06 3.21 4.35  -0.643
C29 5.57 4.71 6.49  -0.987
H49 3.31 2.31 4.90  -0.230
H50 4.32 2.21 6.36  0.486
H51 3.03 3.45 6.23  0.380
H52 5.98 3.91 7.11  0.271
H53 4.75 5.21 7.01  0.337
H54 6.35 5.43 6.25  0.347
C30 0.18 -11.36 0.87  -0.913
S6 -1.61 -11.25 0.69  0.534
O7 -2.05 -12.43 -0.10  -0.640
C31 -1.60 -9.83 -0.41  -0.914
H55 0.41 -12.21 1.50  0.312
H56 0.64 -11.50 -0.11  0.281
H57 0.56 -10.45 1.34  0.338
H58 -1.02 -10.07 -1.31  0.385
H59 -1.17 -8.97 0.10  0.346
H60 -2.62 -9.61 -0.69  0.266
C32 -0.19 2.26 -5.68  -0.848
S7 1.45 2.92 -5.38  0.264
O8 2.20 1.90 -4.59  -0.504
C33 0.93 4.18 -4.21  -0.840
H61 -0.10 1.41 -6.36  0.348
H62 -0.64 1.93 -4.74  0.133
H63 -0.81 3.03 -6.14  0.393
H64 0.41 3.72 -3.38  0.220
H65 0.28 4.90 -4.71  0.459
H66 1.82 4.70 -3.85  0.257
C34 1.58 6.99 -0.82  -0.492
S8 -0.19 6.96 -1.08  0.464
O9 -0.48 5.85 -2.01  -0.532
C35 -0.28 8.49 -2.02  -0.978
H67 1.86 6.09 -0.27  -0.233
H68 2.10 7.01 -1.78  0.321
H69 1.85 7.87 -0.23  0.446
H70 0.36 8.41 -2.91  0.273
H71 0.05 9.32 -1.40  0.368
H72 -1.31 8.65 -2.33  0.331

=====

4.
Here is a cluster of 7 separate species, C35H72F5NO11S in total from the OMol25 dataset. Energies are from ωB97M-V/def2-TZVPD.

Calculated values
**Orbital gap**: 0.2777 Eh
**Total energy**: -85892.9728 eV
**SMILES string**: NCCCCCC1=C(S(=O)(=O)C(F)(F)C(F)(F)F)C(=O)OC1=O.CCOCC.CCOCC.CCOCC.CCOCC.CCOCC.CCOCC

Last column: Mulliken charge in e.
Atoms and positions in Å:
N1 -1.68 0.23 0.54  -0.716
C1 -1.07 -0.70 -0.45  -0.273
C2 -1.96 -1.98 -0.54  -0.868
C3 -1.24 -3.28 -0.03  -0.364
C4 -1.14 -4.24 -1.26  -0.141
C5 -0.21 -5.44 -0.98  0.385
C6 -0.26 -6.48 -2.09  0.827
C7 -0.12 -6.28 -3.40  0.238
S1 0.21 -4.80 -4.37  1.432
O1 -0.93 -3.95 -4.50  -0.598
O2 0.59 -5.25 -5.66  -0.672
C8 1.69 -3.87 -3.72  0.533
F1 1.98 -4.15 -2.45  -0.179
F2 2.72 -4.28 -4.44  -0.256
C9 1.60 -2.33 -3.90  0.568
F3 1.62 -2.05 -5.17  -0.238
F4 0.56 -1.83 -3.29  -0.166
F5 2.66 -1.78 -3.34  -0.257
C10 -0.30 -7.64 -4.09  -0.045
O3 -0.44 -7.86 -5.21  -0.404
O4 -0.33 -8.61 -3.12  -0.311
C11 -0.50 -7.96 -1.91  -0.372
O5 -0.76 -8.57 -0.96  -0.452
H1 -2.10 1.03 0.07  0.260
H2 -0.95 0.54 1.17  0.220
H3 -0.04 -0.96 -0.18  0.329
H4 -1.05 -0.16 -1.41  0.182
H5 -2.20 -2.11 -1.61  0.384
H6 -2.92 -1.88 -0.03  0.420
H7 -1.78 -3.74 0.80  0.492
H8 -0.21 -3.01 0.21  -0.060
H9 -0.77 -3.63 -2.08  -0.016
H10 -2.15 -4.62 -1.47  0.244
H11 -0.64 -5.96 -0.10  0.714
H12 0.81 -5.18 -0.70  -0.912
C12 -2.81 3.98 -4.13  -0.293
C13 -3.56 3.66 -2.85  -0.464
O6 -2.72 3.60 -1.71  -0.404
C14 -2.04 4.80 -1.37  -0.244
C15 -2.97 5.96 -1.05  -1.128
H13 -1.97 3.30 -4.27  0.292
H14 -3.48 3.89 -4.99  -0.001
H15 -2.42 4.99 -4.13  0.002
H16 -4.01 2.67 -2.94  0.396
H17 -4.38 4.36 -2.69  0.273
H18 -1.33 5.07 -2.17  0.248
H19 -1.44 4.57 -0.49  0.346
H20 -3.53 6.28 -1.93  0.251
H21 -2.40 6.81 -0.68  0.389
H22 -3.69 5.67 -0.29  0.331
C16 -4.07 2.24 -8.73  -1.097
C17 -4.47 3.60 -8.18  -0.301
O7 -3.38 4.50 -8.06  -0.351
C18 -2.71 4.84 -9.26  -0.358
C19 -3.60 5.54 -10.27  -1.037
H23 -3.24 1.81 -8.16  0.292
H24 -4.92 1.55 -8.69  0.397
H25 -3.75 2.30 -9.77  0.263
H26 -4.86 3.47 -7.17  0.322
H27 -5.27 4.04 -8.77  0.307
H28 -2.24 3.96 -9.70  0.311
H29 -1.91 5.52 -8.97  0.303
H30 -4.37 4.87 -10.66  0.264
H31 -3.01 5.89 -11.12  0.387
H32 -4.11 6.39 -9.82  0.292
C20 4.79 -2.97 2.24  -1.152
C21 3.32 -3.31 2.24  -0.355
O8 2.83 -3.78 1.00  -0.168
C22 3.42 -4.98 0.51  -0.025
C23 3.21 -6.18 1.42  -1.230
H33 5.03 -2.29 1.42  0.334
H34 5.08 -2.50 3.18  0.385
H35 5.41 -3.86 2.11  0.261
H36 2.74 -2.41 2.46  0.270
H37 3.08 -4.03 3.04  0.308
H38 4.49 -4.82 0.31  0.343
H39 2.95 -5.18 -0.45  0.045
H40 3.74 -6.06 2.37  0.330
H41 3.57 -7.09 0.94  0.408
H42 2.15 -6.30 1.66  0.302
C24 0.74 7.51 -3.55  -1.115
C25 -0.42 8.49 -3.53  -0.279
O9 -0.60 9.12 -2.27  -0.405
C26 0.47 9.92 -1.81  -0.327
C27 0.81 11.09 -2.72  -1.037
H43 0.65 6.79 -2.72  0.256
H44 0.76 6.96 -4.49  0.386
H45 1.70 8.02 -3.44  0.379
H46 -1.34 7.94 -3.73  0.255
H47 -0.32 9.24 -4.32  0.317
H48 1.36 9.30 -1.63  0.305
H49 0.16 10.30 -0.83  0.330
H50 1.21 10.75 -3.68  0.260
H51 1.55 11.73 -2.25  0.389
H52 -0.09 11.68 -2.93  0.291
C28 3.66 -5.22 6.51  -0.867
C29 4.71 -4.14 6.68  -0.342
O10 4.43 -2.96 5.95  -0.406
C30 3.24 -2.28 6.29  -0.264
C31 3.21 -1.79 7.73  -1.058
H53 3.48 -5.42 5.46  0.122
H54 3.98 -6.15 7.00  0.408
H55 2.71 -4.93 6.96  0.234
H56 5.66 -4.51 6.30  0.355
H57 4.87 -3.91 7.74  0.311
H58 2.36 -2.90 6.07  0.292
H59 3.18 -1.42 5.62  0.369
H60 3.17 -2.62 8.44  0.224
H61 2.33 -1.17 7.90  0.319
H62 4.10 -1.20 7.96  0.315
C32 -0.82 -3.02 11.38  -1.075
C33 0.39 -2.15 11.09  -0.347
O11 0.38 -1.56 9.80  -0.317
C34 -0.70 -0.68 9.52  -0.323
C35 -0.75 0.53 10.44  -1.101
H63 -0.96 -3.76 10.59  0.302
H64 -0.70 -3.54 12.33  0.393
H65 -1.74 -2.43 11.44  0.260
H66 1.29 -2.77 11.13  0.311
H67 0.51 -1.38 11.86  0.306
H68 -1.65 -1.23 9.54  0.321
H69 -0.56 -0.35 8.50  0.322
H70 -0.98 0.25 11.47  0.265
H71 -1.52 1.23 10.10  0.397
H72 0.21 1.04 10.45  0.297